Molecular formula: C50H110N6O6
Method: DFT, the ωB97M-V functional and the def2-TZVPD basis

The gap between HOMO and LUMO comes out at 0.28641 Ha. For the relative energy (zero: lowest compared OMol25 entry of this formula, charge and spin), the calculation gives 0.0 kJ/mol.

ORCA input file:
```
! RIJCOSX wB97M-V def2-TZVPD def2/J DEFGRID3
* xyz 4 1
C 14.03388 12.65552 -2.26213
C 13.37730 11.47487 -1.63552
C 13.16710 10.23375 -2.48682
N 12.17344 9.17593 -1.84953
C 10.69418 9.58963 -2.22552
C 12.48241 7.67537 -2.25259
C 11.69973 6.85430 -1.29815
C 11.88281 7.62206 -0.00073
C 12.22742 9.03694 -0.32079
H 13.85401 13.48459 -1.57774
H 13.59155 12.88263 -3.23212
H 15.09485 12.49619 -2.45464
H 12.37581 11.80219 -1.35630
H 13.92850 11.18235 -0.74181
H 14.11733 9.70092 -2.52246
H 12.77545 10.38757 -3.49233
H 10.77296 10.67634 -2.19464
H 9.99756 9.29629 -1.44017
H 10.50511 9.26699 -3.24937
H 12.20540 7.53240 -3.29706
H 13.54669 7.53722 -2.06200
H 10.67625 6.72004 -1.64824
H 12.02433 5.81948 -1.18916
H 11.06561 7.49247 0.70883
H 12.73174 7.16119 0.50424
H 11.44821 9.62833 0.16005
H 13.21569 9.26529 0.07830
C 20.19389 6.63553 -0.15874
C 19.82245 7.62189 0.93684
C 19.60932 6.90357 2.31982
N 18.90848 7.81900 3.34128
C 19.75533 9.00109 3.86656
C 18.49320 6.94069 4.59505
C 17.38668 7.69556 5.26389
C 16.66558 8.50252 4.18221
C 17.54308 8.38734 2.87145
H 21.27352 6.54767 -0.28033
H 19.79963 6.90050 -1.13978
H 20.05746 5.60953 0.18303
H 18.91554 8.09275 0.55751
H 20.56382 8.41500 1.03415
H 20.49018 6.55637 2.85988
H 19.00044 6.01274 2.16561
H 20.71125 8.56154 4.15136
H 19.26550 9.35409 4.77405
H 19.85841 9.77239 3.10329
H 19.40399 6.82547 5.18264
H 18.10001 5.98764 4.24121
H 17.85129 8.28909 6.05126
H 16.74788 7.04346 5.85955
H 16.57687 9.57736 4.34018
H 15.69951 8.02164 4.02868
H 17.68085 9.27206 2.24984
H 17.15489 7.60992 2.21342
C 14.04024 7.65322 -9.75577
C 14.37761 7.23776 -8.25785
C 15.54510 6.16732 -8.08786
N 15.98678 5.71774 -6.61170
C 17.22356 4.87352 -6.76146
C 14.94794 4.80679 -5.90319
C 14.58648 5.45077 -4.58237
C 14.80471 6.93747 -4.83111
C 16.11016 6.91928 -5.62847
H 13.82964 6.79162 -10.38933
H 14.86909 8.13799 -10.27160
H 13.10549 8.21119 -9.70074
H 13.46616 6.82743 -7.82313
H 14.63482 8.17949 -7.77300
H 16.45011 6.55114 -8.55873
H 15.28873 5.29833 -8.69384
H 17.77907 4.81961 -5.82518
H 17.89835 5.31436 -7.49522
H 16.89703 3.90808 -7.14798
H 15.23174 3.76424 -5.75949
H 14.05101 4.81382 -6.52251
H 15.10793 5.05279 -3.71185
H 13.52424 5.24772 -4.44627
H 14.91578 7.60523 -3.97680
H 13.97951 7.34807 -5.41295
H 16.87951 6.75205 -4.87467
H 16.25107 7.79856 -6.25706
C 21.19316 11.47236 0.16520
C 20.33092 12.37956 1.03170
C 18.85168 12.05659 0.74237
N 17.76972 12.79739 1.66377
C 18.09300 12.69643 3.15932
C 17.52940 14.26563 1.22633
C 15.99526 14.41477 1.04060
C 15.42054 13.23527 1.75731
C 16.38725 12.14321 1.39675
H 22.18403 11.18482 0.51677
H 21.31865 11.83748 -0.85413
H 20.60268 10.55859 0.23201
H 20.67831 13.40300 0.89037
H 20.48752 12.15345 2.08643
H 18.57775 11.00389 0.81216
H 18.57732 12.31391 -0.28068
H 19.08688 13.10692 3.33769
H 17.94074 11.68945 3.54779
H 17.46095 13.33896 3.77233
H 18.11308 14.82593 1.95673
H 18.00878 14.42898 0.26113
H 15.61311 15.36776 1.40648
H 15.78364 14.45319 -0.02797
H 15.41845 13.35482 2.84074
H 14.49894 12.87490 1.30030
H 16.30908 11.20783 1.95086
H 16.38192 12.09023 0.30804
C 14.68671 6.10693 2.28652
C 14.29767 4.73279 1.67313
C 15.56133 4.08479 0.95517
N 15.24408 2.92757 -0.07676
C 14.26551 3.35402 -1.23869
C 14.72069 1.62328 0.61247
C 15.69300 0.52228 0.26064
C 17.00738 1.22637 0.13323
C 16.59403 2.47939 -0.69203
H 13.92262 6.59055 2.89511
H 15.10336 6.75667 1.51688
H 15.40705 6.00010 3.09757
H 13.45707 4.89617 0.99874
H 13.97159 4.04000 2.44890
H 16.29005 3.54370 1.55873
H 16.10066 4.83937 0.38260
H 14.13349 2.44841 -1.83074
H 14.77334 4.12606 -1.81677
H 13.30789 3.65735 -0.81557
H 13.77907 1.48175 0.08198
H 14.66091 1.90296 1.66429
H 15.38138 0.07041 -0.68108
H 15.54734 -0.24188 1.02413
H 17.67389 0.64522 -0.50404
H 17.29045 1.62503 1.10742
H 16.47575 2.18850 -1.73582
H 17.42525 3.16890 -0.54457
C 21.66357 7.25129 -6.01396
C 20.95577 7.91528 -4.86071
C 20.78157 9.43042 -5.08638
N 19.71191 10.08109 -4.18802
C 20.09877 9.90597 -2.68903
C 19.58700 11.60830 -4.61629
C 18.16263 12.07649 -4.15440
C 17.32602 10.85516 -4.44583
C 18.30748 9.57597 -4.49547
H 21.59579 6.16899 -5.90382
H 22.71831 7.52614 -6.02312
H 21.33943 7.61698 -6.98829
H 21.45787 7.70083 -3.91731
H 19.98761 7.41469 -4.84744
H 20.39889 9.52062 -6.10299
H 21.72493 9.97624 -5.10260
H 21.17863 10.03825 -2.62185
H 19.73843 8.91942 -2.39752
H 19.46342 10.62050 -2.16570
H 20.38755 12.10614 -4.06914
H 19.77646 11.65793 -5.68855
H 18.15111 12.31926 -3.09184
H 17.77638 12.96303 -4.65735
H 16.57860 10.75982 -3.65820
H 16.78424 11.02969 -5.37542
H 18.14202 8.69293 -3.87825
H 18.38064 9.10168 -5.47414
O 16.69749 8.01846 -1.77161
C 16.53009 9.04951 -0.96543
O 17.18253 10.05968 -1.10762
O 15.67897 8.83430 -0.11223
H 16.14234 7.67010 -1.07015
O 17.53536 5.43043 -1.85360
C 18.21532 4.89622 -2.87201
O 18.97830 5.61937 -3.47801
O 17.94296 3.72012 -3.30651
H 17.72801 6.37072 -1.87186
*
```

---

Molecular formula: C6H12N3
Method: DFT, the ωB97M-V functional and the def2-TZVPD basis

The gap between HOMO and LUMO comes out at 0.30201 Ha. For the relative energy (zero: lowest compared OMol25 entry of this formula, charge and spin), the calculation gives 555.7 kJ/mol.

ORCA input file:
```
! RIJCOSX wB97M-V def2-TZVPD def2/J DEFGRID3
* xyz 1 1
C -1.72017 0.03847 2.33318
C 1.84938 0.26204 1.68764
C -0.42108 0.00627 2.00143
C -0.23329 0.15312 -0.47991
C 0.34568 -2.06633 -0.16238
C -0.21477 1.56454 -2.54075
N 0.77179 0.05798 2.34719
N -0.00871 -0.99480 -1.04735
N -0.45319 1.22357 -1.18480
H -1.86388 -0.05468 3.37620
H -2.63905 0.15026 1.78206
H 1.77117 0.30923 0.51838
H 2.76430 0.40087 2.24744
H 1.40293 -2.09533 -0.06307
H -0.09970 -1.90245 0.89222
H -0.00325 -2.99861 -0.54400
H 0.74499 1.19515 -2.74108
H -0.11524 2.73589 -2.55706
H -0.96894 1.24093 -3.13018
H 0.14873 -1.19591 -2.02221
H -1.05770 1.96979 -0.71293
*
```

---

Molecular formula: C2H3N3O
Method: DFT, the ωB97M-V functional and the def2-TZVPD basis

The gap between HOMO and LUMO comes out at 0.39324 Ha. For the relative energy (zero: lowest compared OMol25 entry of this formula, charge and spin), the calculation gives 770.6 kJ/mol.

ORCA input file:
```
! RIJCOSX wB97M-V def2-TZVPD def2/J DEFGRID3
* xyz 0 1
C 0.98353 0.14214 -0.87828
C -0.15581 -0.01704 0.06029
H 1.92532 -1.13708 -0.69892
H 1.49595 1.42153 -0.20293
H 0.55482 0.34890 -2.24708
N -1.34701 0.75790 0.21986
N -2.07477 0.21981 1.12420
N -0.11189 -0.93212 0.98491
O -1.27013 -0.80404 1.63797
*
```

---

Molecular formula: C40H55FN3O3PS2SbSn
Method: DFT, the ωB97M-V functional and the def2-TZVPD basis

The gap between HOMO and LUMO comes out at 0.30884 Ha. For the relative energy (zero: lowest compared OMol25 entry of this formula, charge and spin), the calculation gives 0.0 kJ/mol.

ORCA input file:
```
! RIJCOSX wB97M-V def2-TZVPD def2/J DEFGRID3
* xyz 3 1
Sn -0.24220 0.08428 -2.38884
C -7.17407 0.74205 1.15875
C -5.92969 1.38812 1.74309
N -4.83145 1.47196 0.75937
C -3.89471 0.52848 0.77326
C -2.84208 0.43946 -0.11222
C -1.93142 -0.74226 0.09793
O -2.10002 -1.45207 1.06229
O -1.01524 -0.98202 -0.80252
C -2.72543 1.42507 -1.11281
O -1.80888 1.47767 -2.00359
C -3.74405 2.45476 -1.13844
C -3.69612 3.46233 -2.11128
C -4.65000 4.43179 -2.14528
F -4.53613 5.40149 -3.06645
C -5.73243 4.46151 -1.23826
C -5.77964 3.45936 -0.28331
C -4.79249 2.46730 -0.20865
N -6.74606 5.43172 -1.28361
C -7.15707 6.10247 -0.05808
C -8.68705 6.17249 -0.02532
N -9.18711 6.23462 -1.44850
C -8.26088 7.04432 -2.30690
C -6.93334 6.28940 -2.45535
H -7.95793 0.70813 1.91381
H -6.96476 -0.28020 0.84582
H -7.55088 1.28871 0.29439
H -5.55034 0.80483 2.58024
H -6.11914 2.38997 2.12479
H -3.97535 -0.22936 1.54242
H -2.88629 3.48548 -2.82604
H -6.62010 3.43194 0.39199
H -6.72529 7.10829 -0.00917
H -6.80216 5.56573 0.81711
H -9.04489 7.06219 0.48963
H -9.13610 5.29154 0.42999
H -10.13393 6.61845 -1.47450
H -9.23472 5.28452 -1.82445
H -8.14283 8.00449 -1.80801
H -8.73368 7.21204 -3.27179
H -6.14242 7.03298 -2.57907
H -6.95336 5.66875 -3.34967
S 1.27823 1.65091 -0.80518
P 2.44170 0.38482 0.22755
S 2.42118 -1.34854 -0.96097
C 1.78356 0.04033 1.85292
C 2.14926 0.85331 2.92919
C 1.56992 0.63935 4.16914
C 0.61512 -0.35766 4.32933
C 0.21980 -1.13300 3.24758
C 0.80326 -0.93739 2.00695
C 4.13036 0.97283 0.33004
C 4.63042 1.75516 -0.71214
C 5.96157 2.13784 -0.70476
C 6.79367 1.74533 0.33605
C 6.29789 0.96825 1.37402
C 4.96806 0.57676 1.37342
H 2.87285 1.64675 2.80494
H 1.85919 1.25601 5.00897
H 0.16800 -0.51934 5.30092
H -0.54930 -1.88454 3.35820
H 0.47953 -1.53376 1.16280
H 3.97864 2.06878 -1.51647
H 6.34850 2.75096 -1.50654
H 7.82963 2.05495 0.34343
H 6.94386 0.67780 2.19182
H 4.58459 -0.01553 2.19386
C 4.52864 -5.13620 1.82762
C 4.44424 -3.61547 1.69532
C 3.46010 -3.03675 2.70122
C 5.82038 -2.98435 1.86937
Sb 3.72714 -3.32403 -0.37186
C 2.20053 -4.78769 -0.94910
C 2.87472 -6.14986 -1.10018
C 1.57591 -4.36482 -2.27780
C 1.14702 -4.79340 0.15472
C 5.37118 -3.12145 -1.79700
C 6.03005 -1.76619 -1.55267
C 6.33923 -4.28167 -1.56622
C 4.79254 -3.18004 -3.20616
H 5.00826 -5.35671 2.78501
H 5.13517 -5.60481 1.04956
H 3.54573 -5.60283 1.84293
H 3.80530 -3.31774 3.70069
H 2.45008 -3.42551 2.58201
H 3.41696 -1.95039 2.65860
H 6.11493 -3.13364 2.91222
H 5.82324 -1.91228 1.67505
H 6.58065 -3.45798 1.25176
H 3.70945 -6.13294 -1.80264
H 2.13525 -6.84742 -1.50130
H 3.22087 -6.55451 -0.15144
H 2.26969 -4.44842 -3.11244
H 1.16339 -3.35809 -2.25329
H 0.74326 -5.04465 -2.47621
H 1.55776 -5.05543 1.13070
H 0.40342 -5.55484 -0.09506
H 0.62178 -3.83824 0.22424
H 6.46897 -1.67587 -0.56322
H 5.33293 -0.93915 -1.70804
H 6.83942 -1.65382 -2.27934
H 6.80084 -4.25974 -0.57990
H 7.14520 -4.20373 -2.30033
H 5.86712 -5.25428 -1.71209
H 4.00526 -2.44247 -3.36909
H 4.41576 -4.17125 -3.45614
H 5.59988 -2.95451 -3.90737
*
```

---

Molecular formula: C40H42F32O9S3
Method: DFT, the ωB97M-V functional and the def2-TZVPD basis

The gap between HOMO and LUMO comes out at 0.26282 Ha. For the relative energy (zero: lowest compared OMol25 entry of this formula, charge and spin), the calculation gives 4.7 kJ/mol.

ORCA input file:
```
! RIJCOSX wB97M-V def2-TZVPD def2/J DEFGRID3
* xyz 0 1
C 3.67041 -8.37455 -0.05867
C 4.10914 -8.74566 1.32418
C 4.98690 -7.67242 1.91542
F 5.40248 -8.01251 3.17318
F 6.07579 -7.52594 1.11974
F 3.02685 -8.93265 2.10782
F 4.75347 -9.93275 1.24841
O 3.00755 -7.12010 0.05313
C 3.00380 -6.37108 -1.04378
C 2.15846 -5.13427 -0.84168
F 0.84794 -5.40859 -1.07650
F 2.23946 -4.59749 0.41617
F 4.23803 -5.97668 -1.35764
F 2.53408 -7.03151 -2.08132
H 2.95944 -9.10816 -0.44347
H 4.52397 -8.41152 -0.73749
H 4.44583 -6.72597 1.97827
H 2.42297 -4.31127 -1.51541
C -4.89205 2.18220 2.99977
C -5.52529 1.71741 1.68203
C -6.42032 2.76646 1.08066
F -5.77680 3.98702 0.87989
F -6.88922 2.30812 -0.09142
F -4.56926 1.32481 0.78064
F -6.33805 0.57000 1.88504
O -3.84139 3.07993 2.76000
C -2.55583 2.68314 3.01682
C -1.69459 3.85474 2.48495
F -2.07950 5.04641 3.05458
F -0.34754 3.57246 2.80982
F -2.43756 2.52575 4.35503
F -2.26252 1.51768 2.44317
H -4.51754 1.32736 3.56166
H -5.73261 2.65216 3.51294
H -7.20429 3.04951 1.80388
H -1.67270 3.90063 1.38880
C 6.98641 1.10391 -3.21372
C 6.75628 1.54038 -4.63133
C 6.28650 2.98788 -4.83506
F 5.89409 3.16563 -6.17461
F 5.20247 3.20951 -4.01359
F 7.93172 1.39600 -5.30952
F 5.85396 0.69153 -5.24574
O 7.62165 2.18798 -2.52225
C 8.82670 1.98347 -1.90244
C 8.94621 2.88230 -0.68129
F 8.76157 4.21613 -0.97737
F 8.08883 2.49886 0.29532
F 8.93696 0.68356 -1.45959
F 9.87982 2.22805 -2.79718
H 7.66782 0.25441 -3.28904
H 6.10224 0.76374 -2.67881
H 7.12833 3.67053 -4.65547
H 9.95109 2.81551 -0.23787
C 2.35202 5.62546 5.16137
C 2.84126 5.92494 3.76415
C 3.27172 7.37797 3.63080
F 4.44245 7.49962 4.41495
F 3.59210 7.65176 2.35088
F 3.93568 5.12936 3.58010
F 2.01937 5.61432 2.75192
O 1.55084 6.59556 5.71475
C 0.24343 6.70115 5.37006
C -0.55982 5.94202 6.39633
F -1.89209 6.08964 6.23880
F -0.24637 4.64516 6.30313
F -0.08036 8.00366 5.38585
F 0.04034 6.18060 4.17761
H 3.23430 5.42740 5.76079
H 1.84288 4.65476 5.16256
H 2.58273 8.08268 4.09967
H -0.36519 6.21966 7.43411
C -5.63552 -0.82291 -4.13869
S -6.67895 -0.18172 -2.82099
O -6.83529 1.26349 -3.08779
C -8.24889 -0.86718 -3.37353
H -4.62525 -0.58793 -3.81538
H -5.91612 -0.35324 -5.07577
H -5.76211 -1.90698 -4.17551
H -8.47296 -1.86520 -3.00603
H -8.26904 -0.79789 -4.46282
H -9.01999 -0.18062 -3.02746
C -7.90738 -3.99901 -3.47410
S -6.76115 -5.30994 -3.97321
O -6.71279 -5.49019 -5.44156
C -5.21461 -4.58838 -3.38141
H -8.70564 -4.54827 -2.96589
H -8.36181 -3.46281 -4.30172
H -7.45519 -3.38793 -2.69311
H -4.45325 -5.13823 -3.92058
H -5.19088 -4.72822 -2.30947
H -5.15481 -3.51790 -3.57967
C -5.40733 -2.22205 1.43333
S -5.57141 -3.83996 0.67646
O -6.21548 -3.60528 -0.63967
C -3.80752 -4.11390 0.48837
H -5.24405 -1.49576 0.63229
H -4.63508 -2.11672 2.19097
H -6.36118 -1.92199 1.86585
H -3.37095 -4.26684 1.47406
H -3.33244 -3.25861 0.00176
H -3.59515 -4.98538 -0.13147
C -1.81589 -1.68446 -1.05824
C -2.43847 -0.46897 -0.94022
C -1.69867 0.67361 -0.66249
C -0.30774 0.58763 -0.64198
C 0.31412 -0.61151 -0.90505
C -0.44127 -1.76879 -1.02687
C 1.80383 -0.72772 -1.04231
O 2.36196 -1.79853 -1.37139
C 2.60783 0.42308 -0.56576
C 3.97556 0.39922 -0.63546
C 4.72631 1.50135 -0.27492
C 4.07712 2.61696 0.24283
C 2.70147 2.66045 0.32075
C 1.98168 1.59321 -0.18894
C 0.50889 1.76215 -0.24796
O 0.04444 2.81894 0.06673
H -2.33931 -2.61091 -1.25727
H -3.52113 -0.42674 -0.85308
H -2.15280 1.64771 -0.54419
H 0.09218 -2.70225 -1.14434
H 4.49214 -0.51421 -0.91648
H 5.78597 1.59462 -0.47548
H 4.67757 3.50157 0.44039
H 2.20894 3.51335 0.75751
*
```

---

Q: Which LUMO values were calculated for the entries above? A: -7.24, -4.70, -0.09, -6.65, -1.34, in eV.
Q: Which highest occupied orbital energy values were calculated for the entries above? A: -15.036, -12.916, -10.792, -15.053, -8.494, in eV.